1.
Density functional theory data (wB97M-V/def2-TZVPD) for an isolated molecule of C23H19BrN2O5.

Properties
**Energy relative to the best compared isomer or geometry (same formula, charge and spin)**: 47.3 kJ/mol
**HOMO**: -8.3 eV
**SMILES string**: COc1cc([C@@H]2Nc3ccccc3C(=O)N2c2ccccc2)c(Br)cc1OCC(=O)O
**HOMO-LUMO gap**: 8.5 eV

The geometry in ORCA input format:
```
! RIJCOSX wB97M-V def2-TZVPD def2/J DEFGRID3
* xyz 0 1
C 2.9459 0.3491 3.4019
H 2.3437 -0.4003 3.9244
O 3.3295 -0.0970 2.1213
C 2.3595 -0.3416 1.2041
C 0.9984 -0.2336 1.4200
C 0.0744 -0.4927 0.4096
C 0.5480 -0.8969 -0.8262
C 1.9114 -1.0186 -1.0710
C 2.8197 -0.7381 -0.0715
O 4.1730 -0.8136 -0.1943
C 4.7462 -1.2116 -1.4195
H 4.4272 -2.2205 -1.7098
H 4.4948 -0.5175 -2.2312
C 6.2760 -1.2210 -1.2467
O 7.0098 -1.5310 -2.1371
O 6.6947 -0.8616 -0.0427
H 5.9396 -0.6486 0.5364
H 2.2386 -1.3298 -2.0494
Br -0.6280 -1.3241 -2.2515
C -1.4065 -0.3289 0.6791
N -2.0668 -1.5885 0.4379
C -3.4378 -1.6071 0.3275
C -4.1814 -2.7556 0.5857
C -5.5529 -2.7394 0.4251
C -6.2038 -1.5868 0.0062
C -5.4698 -0.4513 -0.2720
C -4.0879 -0.4505 -0.1166
C -3.3097 0.7396 -0.5045
O -3.7936 1.6960 -1.0743
N -1.9669 0.6877 -0.1970
C -1.1336 1.7728 -0.5710
C -1.0683 2.1554 -1.9051
C -0.2389 3.1947 -2.2837
C 0.5336 3.8529 -1.3420
C 0.4558 3.4828 -0.0104
C -0.3802 2.4526 0.3789
H -0.4593 2.1890 1.4227
H 1.0405 4.0056 0.7326
H 1.1866 4.6588 -1.6417
H -0.1922 3.4870 -3.3219
H -1.6726 1.6411 -2.6350
H -5.9403 0.4547 -0.6223
H -7.2762 -1.5837 -0.1113
H -6.1217 -3.6337 0.6334
H -3.6758 -3.6540 0.9102
H -1.6375 -2.3884 0.8790
H -1.5413 -0.0153 1.7418
H 0.6271 0.0630 2.3882
H 2.3937 1.2919 3.3474
H 3.8751 0.5065 3.9464
*
```

=====

2.
Density functional theory data (wB97M-V/def2-TZVPD) for a cluster of 2 separate species, C4H7NO in total.

Properties
**Energy relative to the best compared isomer or geometry (same formula, charge and spin)**: 329.7 kJ/mol
**HOMO**: -10.0 eV
**HOMO-LUMO gap**: 10.8 eV

The geometry in ORCA input format:
```
! RIJCOSX wB97M-V def2-TZVPD def2/J DEFGRID3
* xyz 0 1
C 1.9726 -0.1946 -1.4482
C -0.2040 -0.2787 1.3764
C -0.6640 -1.6849 1.7306
C 0.2455 1.6040 -1.8428
N 1.3216 0.7419 -1.6840
O 0.8637 -0.0015 0.8564
H -1.1253 0.4601 1.3520
H 0.1635 -2.1410 2.2509
H -0.8281 -2.0062 0.6756
H -1.6307 -1.7312 2.1321
H 0.4423 2.4971 -2.4918
H 0.0736 1.8131 -0.7499
H -0.6307 0.9218 -2.1572
*
```

=====

3.
Density functional theory data (wB97M-V/def2-TZVPD) for a structure of composition C25H38N4PdSSi.

Properties
**Energy relative to the best compared isomer or geometry (same formula, charge and spin)**: 0.0 kJ/mol
**HOMO**: -7.8 eV
**HOMO-LUMO gap**: 7.4 eV

The geometry in ORCA input format:
```
! RIJCOSX wB97M-V def2-TZVPD def2/J DEFGRID3
* xyz 0 1
Pd 0.0982 0.1800 -0.5976
N 1.3764 -1.6498 -4.2781
C 1.2459 -0.9084 -3.1521
S -0.4067 -0.7259 -2.5802
N 2.3528 -0.4253 -2.6406
N 2.1128 0.3098 -1.5219
C 3.0872 0.8887 -0.9329
C 4.4991 0.8036 -1.3846
C 5.4462 0.1237 -0.6274
C 6.7620 0.0430 -1.0600
C 7.1395 0.6503 -2.2485
C 6.1974 1.3329 -3.0063
C 4.8811 1.4055 -2.5797
C 2.7171 1.7439 0.2221
C 3.6675 2.5620 0.8239
C 3.2829 3.4202 1.8390
C 1.9530 3.4541 2.2121
C 1.0707 2.5979 1.5723
N 1.4272 1.7421 0.6172
H 0.5511 -1.9037 -4.7895
H 2.2549 -1.5962 -4.7660
H 5.1501 -0.3523 0.3002
H 7.4904 -0.4970 -0.4692
H 8.1659 0.5895 -2.5865
H 6.4879 1.8047 -3.9362
H 4.1388 1.9194 -3.1766
H 4.6914 2.5338 0.4825
H 4.0131 4.0602 2.3170
H 1.5913 4.1194 2.9831
H 0.0277 2.5987 1.8453
C -3.7731 -2.8053 0.5643
C -2.7472 -2.1670 -0.3932
C -3.5232 -1.8544 -1.6836
C -1.7295 -3.2680 -0.7408
Si -1.9243 -0.5612 0.3686
C -3.1653 0.9335 0.2365
C -4.6158 0.6345 0.6369
C -2.6740 2.1023 1.0982
C -3.1755 1.4673 -1.2071
C -1.4339 -0.9551 2.2323
C -0.7918 -2.3453 2.3574
C -0.3795 0.0161 2.7750
C -2.6211 -0.8811 3.2063
H -4.2586 -3.6392 0.0444
H -4.5589 -2.1150 0.8727
H -3.3156 -3.2178 1.4614
H -3.9095 -2.7958 -2.0907
H -2.9046 -1.3979 -2.4564
H -4.3831 -1.2088 -1.5041
H -2.2674 -4.1029 -1.2053
H -1.2183 -3.6637 0.1334
H -0.9762 -2.9245 -1.4479
H -4.7072 0.2912 1.6674
H -5.0802 -0.1121 -0.0074
H -5.2102 1.5513 0.5433
H -2.6735 1.8810 2.1663
H -3.3288 2.9678 0.9442
H -1.6689 2.4031 0.7950
H -3.5431 0.7427 -1.9316
H -2.1771 1.7725 -1.5257
H -3.8304 2.3451 -1.2589
H 0.0519 -2.4664 1.6724
H -1.4904 -3.1596 2.1805
H -0.4090 -2.4659 3.3774
H 0.5435 -0.0199 2.1946
H -0.1267 -0.2679 3.8034
H -0.7350 1.0439 2.8063
H -3.4411 -1.5453 2.9421
H -3.0233 0.1301 3.2841
H -2.2768 -1.1670 4.2078
*
```

=====

4.
Density functional theory data (wB97M-V/def2-TZVPD) for a cluster of 2 separate species, C4H13NO2 in total.

Properties
**Energy relative to the best compared isomer or geometry (same formula, charge and spin)**: 166.6 kJ/mol
**HOMO (alpha / beta)**: -13.5 / -13.5 eV
**HOMO-LUMO gap (alpha / beta)**: 10.3 / 5.2 eV

The geometry in ORCA input format:
```
! RIJCOSX wB97M-V def2-TZVPD def2/J DEFGRID3
* xyz 1 2
C 1.2050 -0.1673 -2.7520
C 0.5396 -0.3179 -1.4136
C 1.1095 0.8582 -0.3355
C 1.2310 0.1323 0.9960
O 2.3271 -0.7028 0.9382
N -0.8191 -0.0846 -1.4326
H 2.2116 -0.5534 -2.7490
H 1.1995 0.8931 -3.0496
H 0.5964 -0.6464 -3.5312
H 0.7576 -1.2721 -0.9505
H 2.1011 1.1839 -0.6429
H 0.3897 1.6582 -0.4424
H 1.1676 0.8246 1.8482
H 0.2586 -0.3840 1.0862
H 2.2557 -1.4328 1.5658
H -1.3265 -0.8199 -0.9890
H -1.1805 0.1934 -2.3445
H -4.6776 -0.5410 4.8641
H -4.3041 0.8799 4.7830
O -5.0422 0.2988 4.5513
*
```

=====

5.
Density functional theory data (wB97M-V/def2-TZVPD) for a cluster of 4 separate species, CH9NO5 in total.

Properties
**Energy relative to the best compared isomer or geometry (same formula, charge and spin)**: 78.8 kJ/mol
**HOMO**: -10.3 eV
**SMILES string**: NC(=O)O.O.O.O
**HOMO-LUMO gap**: 10.6 eV

The geometry in ORCA input format:
```
! RIJCOSX wB97M-V def2-TZVPD def2/J DEFGRID3
* xyz 0 1
N -1.9388 0.7084 0.1530
C -1.8014 -0.4496 -0.4795
O -0.9923 -1.2490 0.2569
O -2.2835 -0.8371 -1.5205
H -2.0928 0.7379 1.1340
H -2.4423 1.4696 -0.2324
H -0.1232 -0.8125 0.3540
H 1.6582 1.3112 -0.8043
H 1.5603 -0.1207 -0.3724
O 1.9242 0.7421 -0.0881
H 0.8731 -2.2439 -1.5353
H 1.8324 -1.3520 -2.2407
O 1.3900 -1.5017 -1.3996
H 1.0994 1.1907 1.4887
H 0.8066 0.9642 3.0358
O 0.5301 1.4425 2.2503
*
```

=====

6.
Density functional theory data (wB97M-V/def2-TZVPD) for a structure of composition C3H6NO2.

Properties
**Energy relative to the best compared isomer or geometry (same formula, charge and spin)**: 413.8 kJ/mol
**HOMO**: -3.2 eV
**HOMO-LUMO gap**: 7.4 eV

The geometry in ORCA input format:
```
! RIJCOSX wB97M-V def2-TZVPD def2/J DEFGRID3
* xyz -1 1
O -1.5824 1.9461 -0.2166
C -0.9599 0.8838 -0.2105
C 0.3787 0.8583 -0.9141
N 0.5986 -0.6230 -0.9631
C 1.1242 -1.2362 0.7071
O 0.2138 -1.7005 1.5381
H -1.1289 0.2631 0.6171
H 0.1819 1.1860 -2.0373
H 1.2837 1.3466 -0.4651
H -0.3197 -1.1428 -0.8038
H 1.7594 -1.9582 0.2052
H 1.7236 -0.3337 1.1580
*
```

=====

7.
Density functional theory data (wB97M-V/def2-TZVPD) for a cluster of 3 separate species, C22H48O3 in total.

Properties
**Energy relative to the best compared isomer or geometry (same formula, charge and spin)**: 496.6 kJ/mol
**HOMO**: -7.5 eV
**SMILES string**: C=C[C@H](COC)OCOCCCC.CCCCCC.CCCCCC
**HOMO-LUMO gap**: 7.7 eV

The geometry in ORCA input format:
```
! RIJCOSX wB97M-V def2-TZVPD def2/J DEFGRID3
* xyz 0 1
C 2.7560 -0.2453 3.3324
C 2.6165 -1.4784 2.6590
C 2.7666 -1.5308 1.0941
C 1.6651 -0.6617 0.3455
O 2.2021 0.6951 0.2715
C 1.4727 1.4644 -0.7108
O 2.9236 -2.8854 0.6229
C 1.7018 -3.4915 0.2763
O 0.7151 -3.4511 1.3105
C -0.5589 -3.3066 0.6375
C -1.7726 -3.5092 1.6084
C -2.3002 -2.0935 2.0907
C -3.5365 -1.6887 1.1734
H 3.7620 0.2338 3.4249
H 1.8989 0.2974 3.7857
H 2.4480 -2.4237 3.2257
H 3.7522 -1.0192 0.8920
H 1.4539 -0.9668 -0.7052
H 0.7666 -0.5984 1.0067
H 1.3746 0.9358 -1.6952
H 2.0082 2.4210 -0.9406
H 0.4658 1.6809 -0.2600
H 1.2782 -3.1290 -0.7020
H 1.9380 -4.5781 0.0974
H -0.6042 -2.3228 0.0916
H -0.6345 -4.1004 -0.1592
H -1.4734 -4.1718 2.4543
H -2.5725 -4.0141 1.0048
H -1.5064 -1.3081 2.0436
H -2.6962 -2.1997 3.1299
H -3.4072 -2.0566 0.1219
H -4.4897 -2.1134 1.5771
H -3.6446 -0.5770 1.1565
C -4.8005 5.6692 2.8143
C -4.0721 4.7690 3.8050
C -3.3135 3.6218 3.1370
C -4.1840 2.6283 2.3637
C -5.2864 1.9514 3.1797
C -4.7515 1.0999 4.3243
H -5.5685 5.1237 2.2624
H -5.2928 6.4896 3.3407
H -4.1012 6.1020 2.0948
H -4.7829 4.3799 4.5396
H -3.3543 5.3764 4.3649
H -2.7413 3.0866 3.9013
H -2.5724 4.0404 2.4473
H -3.5321 1.8562 1.9401
H -4.6424 3.1349 1.5086
H -5.8656 1.3079 2.5099
H -5.9862 2.6949 3.5716
H -4.0810 0.3216 3.9506
H -5.5774 0.6105 4.8453
H -4.2092 1.7015 5.0562
C 2.8396 0.7000 -6.7236
C 4.1924 0.4785 -6.0577
C 4.5695 -0.9976 -5.9276
C 3.6298 -1.8354 -5.0574
C 3.4598 -1.3399 -3.6211
C 4.7547 -1.3557 -2.8244
H 2.0262 0.2646 -6.1397
H 2.6383 1.7687 -6.8236
H 2.8209 0.2587 -7.7229
H 4.2032 0.9629 -5.0770
H 4.9608 0.9788 -6.6551
H 5.5885 -1.0667 -5.5345
H 4.6038 -1.4446 -6.9271
H 4.0048 -2.8642 -5.0355
H 2.6440 -1.8870 -5.5305
H 2.7328 -1.9833 -3.1135
H 3.0379 -0.3301 -3.6102
H 5.1739 -2.3638 -2.7838
H 4.5609 -1.0280 -1.8004
H 5.5045 -0.6882 -3.2533
*
```

=====

8.
Density functional theory data (wB97M-V/def2-TZVPD) for a cluster of 2 separate species, C3H13N2O in total.

Properties
**Energy relative to the best compared isomer or geometry (same formula, charge and spin)**: 63.2 kJ/mol
**HOMO**: -14.5 eV
**HOMO-LUMO gap**: 11.7 eV

The geometry in ORCA input format:
```
! RIJCOSX wB97M-V def2-TZVPD def2/J DEFGRID3
* xyz 1 1
C 1.3809 -1.7544 0.1579
C 1.6952 -0.3561 -0.3075
C 0.5224 0.3889 -0.9286
N -0.5456 0.6510 0.1387
N 0.2932 -1.6970 1.1736
H 1.1791 -2.3739 -0.7139
H 2.3211 -2.1728 0.5355
H 2.3759 -0.4648 -1.1689
H 2.2760 0.3887 0.2481
H -0.0638 -0.2435 -1.5887
H 0.8726 1.3327 -1.3237
H -0.5099 -0.0904 0.8625
H -0.3295 1.4933 0.6833
H -1.5045 0.7139 -0.1922
H -0.2101 -2.5754 1.0654
H 0.6823 -1.9319 2.0869
H -3.8396 2.8591 -0.9148
H -3.4769 3.0927 0.4939
O -3.1188 2.7401 -0.3077
*
```

=====

> Which of these has the lowest energy relative to the best compared isomer or geometry (same formula, charge and spin)?

C25H38N4PdSSi

=====

> Look up the energy relative to the best compared isomer or geometry (same formula, charge and spin) of the eighth one.

63.2 kJ/mol

=====

> The lowest energy relative to the best compared isomer or geometry (same formula, charge and spin) belongs to which entry?

C25H38N4PdSSi

=====

Copy entry 7 word for word.
Density functional theory data (wB97M-V/def2-TZVPD) for a cluster of 3 separate species, C22H48O3 in total.

Properties
**Energy relative to the best compared isomer or geometry (same formula, charge and spin)**: 496.6 kJ/mol
**HOMO**: -7.5 eV
**SMILES string**: C=C[C@H](COC)OCOCCCC.CCCCCC.CCCCCC
**HOMO-LUMO gap**: 7.7 eV

The geometry in ORCA input format:
```
! RIJCOSX wB97M-V def2-TZVPD def2/J DEFGRID3
* xyz 0 1
C 2.7560 -0.2453 3.3324
C 2.6165 -1.4784 2.6590
C 2.7666 -1.5308 1.0941
C 1.6651 -0.6617 0.3455
O 2.2021 0.6951 0.2715
C 1.4727 1.4644 -0.7108
O 2.9236 -2.8854 0.6229
C 1.7018 -3.4915 0.2763
O 0.7151 -3.4511 1.3105
C -0.5589 -3.3066 0.6375
C -1.7726 -3.5092 1.6084
C -2.3002 -2.0935 2.0907
C -3.5365 -1.6887 1.1734
H 3.7620 0.2338 3.4249
H 1.8989 0.2974 3.7857
H 2.4480 -2.4237 3.2257
H 3.7522 -1.0192 0.8920
H 1.4539 -0.9668 -0.7052
H 0.7666 -0.5984 1.0067
H 1.3746 0.9358 -1.6952
H 2.0082 2.4210 -0.9406
H 0.4658 1.6809 -0.2600
H 1.2782 -3.1290 -0.7020
H 1.9380 -4.5781 0.0974
H -0.6042 -2.3228 0.0916
H -0.6345 -4.1004 -0.1592
H -1.4734 -4.1718 2.4543
H -2.5725 -4.0141 1.0048
H -1.5064 -1.3081 2.0436
H -2.6962 -2.1997 3.1299
H -3.4072 -2.0566 0.1219
H -4.4897 -2.1134 1.5771
H -3.6446 -0.5770 1.1565
C -4.8005 5.6692 2.8143
C -4.0721 4.7690 3.8050
C -3.3135 3.6218 3.1370
C -4.1840 2.6283 2.3637
C -5.2864 1.9514 3.1797
C -4.7515 1.0999 4.3243
H -5.5685 5.1237 2.2624
H -5.2928 6.4896 3.3407
H -4.1012 6.1020 2.0948
H -4.7829 4.3799 4.5396
H -3.3543 5.3764 4.3649
H -2.7413 3.0866 3.9013
H -2.5724 4.0404 2.4473
H -3.5321 1.8562 1.9401
H -4.6424 3.1349 1.5086
H -5.8656 1.3079 2.5099
H -5.9862 2.6949 3.5716
H -4.0810 0.3216 3.9506
H -5.5774 0.6105 4.8453
H -4.2092 1.7015 5.0562
C 2.8396 0.7000 -6.7236
C 4.1924 0.4785 -6.0577
C 4.5695 -0.9976 -5.9276
C 3.6298 -1.8354 -5.0574
C 3.4598 -1.3399 -3.6211
C 4.7547 -1.3557 -2.8244
H 2.0262 0.2646 -6.1397
H 2.6383 1.7687 -6.8236
H 2.8209 0.2587 -7.7229
H 4.2032 0.9629 -5.0770
H 4.9608 0.9788 -6.6551
H 5.5885 -1.0667 -5.5345
H 4.6038 -1.4446 -6.9271
H 4.0048 -2.8642 -5.0355
H 2.6440 -1.8870 -5.5305
H 2.7328 -1.9833 -3.1135
H 3.0379 -0.3301 -3.6102
H 5.1739 -2.3638 -2.7838
H 4.5609 -1.0280 -1.8004
H 5.5045 -0.6882 -3.2533
*
```